Density functional theory data (ωB97M-V/def2-TZVPD) for 20 unconnected molecules or ions with the total composition C53H84FN20O6P at a distorted geometry.

**Molecular weight**: 1147.36 g mol⁻¹
**E_LUMO**: 0.2 eV
**HOMO-LUMO gap**: 8.4 eV
**Highest occupied orbital energy**: -8.17 eV

XYZ file:
```
165
Properties=species:S:1:pos:R:3:forces:R:3:mulliken_charge:R:1
C -1.2345 -0.5499 0.9448 0.41 0.33 0.42 -0.77
C -1.3393 0.9064 1.4571 -0.22 -0.46 -0.62 0.41
C -0.5298 1.9202 0.6304 -0.43 0.01 0.29 0.31
C 0.9178 2.0448 1.0432 -0.03 0.02 0.43 -0.77
O 1.7014 0.9095 0.5981 -0.19 0.50 -0.48 -0.04
C 2.6442 1.1367 -0.3662 0.31 -0.87 0.15 0.60
C 4.0143 1.6737 0.1476 -0.31 -0.05 0.44 0.13
C 4.1289 2.2911 1.5099 0.65 0.88 -0.22 0.48
O 4.8791 3.1910 1.7274 -0.02 -0.07 0.14 -0.60
F 3.4423 1.7832 2.5326 -0.32 -0.52 -0.10 -0.20
O 2.2994 2.0551 -1.4252 -0.15 0.17 0.05 -0.41
C 2.9688 1.6446 -2.5262 -0.04 0.00 0.34 -0.11
O 3.0553 2.2791 -3.5212 0.19 0.16 -0.45 -0.60
O 3.5506 0.4265 -2.3105 -0.22 0.02 -0.08 -0.50
C 2.7984 -0.1443 -1.1952 0.01 -0.54 0.19 1.14
C 3.4259 -1.3388 -0.4595 0.64 0.13 -0.37 -0.14
C 4.2675 -2.3170 -1.3260 -0.03 0.17 0.18 -1.14
C 4.1954 -3.7788 -0.8469 -0.19 0.34 0.35 -1.28
C 2.8524 -4.5221 -0.9777 0.30 -0.08 -0.37 0.61
C 2.1188 -4.3599 -2.2989 -0.40 -0.37 -0.01 -0.62
O 2.0639 -5.6122 -2.9960 0.08 0.17 -0.14 -0.48
C 1.4710 -5.4071 -4.2674 -0.04 0.17 0.09 -0.60
P 1.1950 -0.7112 -2.0224 -1.13 0.57 0.02 0.66
N 0.0933 0.3731 -2.2818 0.22 -0.24 -0.23 -0.83
H -2.0561 -0.8073 0.2775 0.05 -0.05 -0.11 0.25
H -0.2820 -0.6780 0.4337 -0.06 -0.13 -0.11 -0.27
H -1.2210 -1.2536 1.7776 -0.21 -0.06 -0.07 0.42
H -2.3875 1.2023 1.3766 0.01 0.07 0.23 -0.15
H -1.0730 0.9318 2.5108 0.06 0.23 0.01 -0.13
H -0.9952 2.8963 0.7935 0.15 0.04 -0.05 0.06
H -0.6197 1.6646 -0.4272 0.18 0.23 0.01 -0.13
H 1.3725 2.9825 0.7100 -0.01 -0.11 -0.25 0.62
H 0.9575 2.0529 2.1314 0.14 -0.09 0.00 0.20
H 4.8138 0.9274 0.1338 -0.29 -0.18 -0.07 -0.76
H 4.3424 2.4715 -0.5141 0.07 -0.04 -0.02 0.46
H 4.0812 -0.9617 0.3295 -0.06 -0.06 0.05 0.65
H 2.6279 -1.8810 0.0490 -0.15 0.09 -0.02 0.11
H 4.0338 -2.1968 -2.3850 -0.13 -0.15 -0.02 0.65
H 5.3072 -2.0009 -1.2228 0.02 0.03 -0.14 0.24
H 4.9956 -4.3541 -1.3163 -0.05 0.06 -0.19 0.47
H 4.4445 -3.7514 0.2206 0.06 -0.16 -0.02 0.24
H 2.1941 -4.3116 -0.1354 0.00 0.20 -0.03 -0.14
H 3.0567 -5.5877 -0.9109 0.05 -0.02 0.15 0.12
H 1.0804 -4.0649 -2.1079 -0.02 0.21 -0.12 0.27
H 2.5704 -3.6192 -2.9634 0.06 0.12 0.00 0.40
H 1.1955 -6.3615 -4.7170 0.10 -0.08 0.19 0.29
H 0.5792 -4.7822 -4.1652 -0.11 -0.05 -0.10 0.11
H 2.1508 -4.8840 -4.9470 0.09 0.01 0.00 0.32
H 0.7489 -1.7969 -1.2525 0.38 -0.25 -0.02 0.02
H 1.7059 -1.2099 -3.2321 0.34 -0.25 0.24 -0.03
H -0.7922 0.1400 -1.8527 0.02 0.05 0.03 0.33
C -2.2148 -6.5657 -4.1156 0.04 -0.06 0.06 -1.00
C -2.1865 -5.1097 -4.0938 0.04 0.03 0.05 0.47
N -2.1401 -3.9623 -4.0687 -0.12 -0.01 -0.01 -0.45
H -1.9201 -6.9212 -5.1013 -0.02 0.00 -0.01 0.29
H -1.5234 -6.9587 -3.3714 0.02 0.05 0.00 0.33
H -3.2224 -6.9131 -3.9010 -0.02 0.02 -0.02 0.39
C 2.7465 2.9573 -6.7465 -0.08 0.00 -0.02 -0.26
C 1.9947 3.1625 -7.9809 0.04 0.01 0.05 0.27
N 1.3842 3.3087 -8.9426 -0.01 -0.02 0.00 -0.46
H 2.0723 2.6536 -5.9464 0.05 -0.01 0.03 0.20
H 3.4933 2.1791 -6.8908 0.01 0.00 0.02 0.30
H 3.2484 3.8772 -6.4546 0.04 -0.03 -0.01 0.02
C 6.0671 0.6189 4.3014 0.01 0.15 0.05 -0.11
C 5.9752 -0.7727 4.7122 0.03 0.05 -0.04 0.34
N 5.9098 -1.8678 5.0427 0.03 -0.19 0.03 -0.45
H 5.3332 0.8349 3.5310 -0.01 -0.04 0.00 -0.35
H 5.8688 1.2645 5.1553 0.00 0.01 -0.01 0.35
H 7.0634 0.8320 3.9188 0.00 -0.02 -0.01 0.24
C -0.0285 0.1403 -7.4034 0.06 -0.01 0.04 -0.46
C 0.4741 -0.7887 -6.4000 -0.08 -0.05 0.02 0.38
N 0.8677 -1.5181 -5.6075 0.11 -0.07 0.03 -0.37
H -1.0681 0.3869 -7.1983 0.01 0.01 0.02 0.27
H 0.5687 1.0482 -7.3780 -0.08 0.05 -0.08 -0.15
H 0.0479 -0.3008 -8.3952 0.00 0.01 0.00 0.31
C -0.0150 1.3216 6.3129 0.00 0.03 0.05 -0.65
C -0.2030 2.1148 5.1050 0.02 -0.06 -0.02 0.41
N -0.3372 2.7249 4.1425 -0.02 0.14 0.09 -0.45
H 0.8547 1.6854 6.8570 0.00 -0.02 0.00 0.32
H -0.8938 1.4014 6.9501 -0.01 -0.01 -0.02 0.33
H 0.1524 0.2785 6.0531 0.02 0.01 -0.03 -0.02
C 3.4563 -3.7678 3.9508 -0.09 -0.09 -0.19 -0.22
C 2.2960 -3.7540 3.0625 -0.03 -0.05 0.07 0.47
N 1.3677 -3.7366 2.3854 0.07 0.05 0.01 -0.55
H 3.8879 -4.7658 3.9911 0.00 0.01 -0.12 -0.02
H 4.2074 -3.0680 3.5931 0.02 -0.01 0.06 0.08
H 3.1544 -3.4740 4.9507 0.07 0.10 0.03 0.16
C 0.1730 -3.3838 6.5982 0.01 0.01 -0.03 -0.84
C 1.2531 -2.4158 6.4401 0.03 -0.02 0.00 0.46
N 2.1167 -1.6710 6.3018 -0.14 0.06 0.05 -0.46
H -0.5125 -3.3087 5.7556 0.00 -0.01 -0.01 0.28
H 0.5863 -4.3911 6.6339 0.00 0.00 0.01 0.27
H -0.3670 -3.1877 7.5224 0.00 -0.01 0.00 0.36
C 3.1300 -9.2720 0.5766 0.01 0.02 0.00 -0.95
C 3.2535 -7.8641 0.9363 -0.07 -0.01 -0.10 0.49
N 3.3317 -6.7499 1.1994 0.13 -0.10 0.27 -0.36
H 3.4837 -9.4229 -0.4416 0.00 0.00 0.00 0.30
H 3.7237 -9.8817 1.2552 0.00 -0.02 -0.01 0.31
H 2.0872 -9.5766 0.6399 0.00 0.00 0.00 0.28
C -4.8684 2.5037 2.9684 -0.07 -0.21 0.01 -0.72
C -4.4347 1.1628 3.3519 0.05 0.12 0.14 0.30
N -4.0848 0.1238 3.6952 -0.06 -0.06 -0.08 -0.55
H -5.8311 2.7241 3.4248 0.00 0.02 0.00 0.46
H -4.1365 3.2339 3.3061 0.04 -0.01 -0.05 0.24
H -4.9537 2.5791 1.8867 0.04 0.05 0.00 0.28
C -4.9718 -3.0178 -2.1989 0.09 0.01 -0.04 -0.14
C -5.0095 -4.2704 -1.4530 0.01 0.03 -0.06 0.34
N -5.0418 -5.2572 -0.8683 0.00 -0.03 0.03 -0.47
H -5.7996 -2.9851 -2.9059 -0.02 0.03 0.05 0.14
H -5.0532 -2.1732 -1.5164 -0.03 0.00 -0.04 0.06
H -4.0314 -2.9454 -2.7461 0.00 -0.03 0.01 0.02
C 8.4175 1.8918 0.2567 -0.02 0.02 0.01 -1.03
C 7.4970 0.7656 0.3445 0.04 -0.05 -0.02 0.46
N 6.7698 -0.1208 0.4056 0.04 0.02 0.07 -0.43
H 9.1841 1.8012 1.0239 0.01 0.01 -0.01 0.34
H 8.8903 1.9037 -0.7234 0.00 0.00 0.00 0.34
H 7.8695 2.8213 0.4045 0.00 0.00 0.01 0.28
C -5.9081 -3.6429 -6.2560 0.04 0.00 0.02 -0.90
C -5.4612 -4.9258 -5.7262 -0.02 0.02 0.04 0.41
N -5.1130 -5.9320 -5.2995 -0.03 -0.01 -0.04 -0.40
H -6.8091 -3.3212 -5.7367 0.00 0.00 0.00 0.29
H -5.1269 -2.8979 -6.1127 0.00 0.00 0.00 0.26
H -6.1243 -3.7370 -7.3183 0.00 0.01 0.00 0.34
C 3.8976 -7.6099 4.5662 -0.06 0.01 0.05 -0.49
C 3.1468 -7.5684 5.8168 0.00 0.04 -0.01 0.35
N 2.5451 -7.5160 6.7925 -0.01 0.01 0.00 -0.43
H 3.2547 -7.3050 3.7420 0.04 0.02 -0.02 -0.04
H 4.7467 -6.9311 4.6245 0.02 -0.02 -0.02 0.26
H 4.2632 -8.6186 4.3822 0.00 0.00 0.01 0.36
C -4.9240 6.7660 3.5657 0.00 0.00 -0.06 -0.65
C -5.9942 5.7907 3.7376 0.00 0.01 -0.02 0.48
N -6.8297 5.0171 3.8777 -0.03 0.04 0.01 -0.54
H -4.1124 6.5465 4.2573 0.01 0.00 -0.01 0.36
H -4.5476 6.7237 2.5442 -0.03 -0.05 -0.01 0.23
H -5.3061 7.7655 3.7686 0.00 0.00 0.01 0.14
C 3.0100 7.0645 -4.3236 0.01 -0.01 -0.02 -0.74
C 3.9523 6.3124 -5.1436 0.02 -0.01 0.04 0.36
N 4.6941 5.7127 -5.7809 0.00 0.03 -0.02 -0.45
H 3.3190 7.0268 -3.2809 -0.01 0.00 0.00 0.26
H 2.9803 8.1014 -4.6524 -0.01 0.00 0.01 0.31
H 2.0161 6.6306 -4.4165 0.00 0.00 0.01 0.26
C -8.1970 8.1193 1.0885 0.04 -0.08 -0.09 -0.40
C -7.1489 7.3034 0.4854 0.03 -0.01 0.03 0.30
N -6.3067 6.6697 0.0303 0.04 0.05 -0.01 -0.37
H -7.9297 8.3691 2.1127 -0.09 -0.07 -0.04 -0.11
H -8.3219 9.0387 0.5185 -0.02 -0.01 0.00 0.30
H -9.1373 7.5717 1.0922 0.00 0.00 0.03 0.28
C -6.4433 11.3843 3.7519 -0.02 -0.02 0.01 -0.83
C -7.4971 10.3866 3.9020 -0.02 0.03 0.06 0.40
N -8.3272 9.6020 4.0176 0.08 0.08 0.04 -0.43
H -5.6286 11.1676 4.4402 0.00 0.01 0.00 0.28
H -6.0633 11.3695 2.7318 0.00 0.01 0.00 0.27
H -6.8400 12.3737 3.9703 0.01 0.00 0.00 0.33
C -2.1661 4.9140 -1.6273 -0.05 0.04 0.00 -0.80
C -2.8208 4.5446 -0.3793 0.09 -0.15 -0.02 0.40
N -3.2956 4.2013 0.6064 -0.08 0.13 0.06 -0.29
H -2.8366 4.7233 -2.4629 0.01 0.01 -0.01 0.29
H -1.9087 5.9713 -1.6097 0.00 0.00 -0.02 0.29
H -1.2604 4.3211 -1.7526 -0.01 -0.03 0.01 0.17
C -6.7667 -1.0500 0.9775 0.04 0.03 -0.01 -0.50
C -7.1417 -0.5104 -0.3253 0.01 -0.02 0.05 0.37
N -7.4229 -0.0988 -1.3589 0.01 -0.01 -0.04 -0.44
H -5.9232 -0.4935 1.3839 0.01 -0.04 0.03 0.01
H -7.6029 -0.9796 1.6700 -0.01 0.01 -0.01 0.32
H -6.4830 -2.0957 0.8706 0.02 -0.02 0.04 0.26
```
Positions in Å, forces in eV/Å.